[1]
Here is C23H43N2OP3RhSe as an isolated structure at a distorted geometry from the Open Molecules 2025 dataset. Energies are from wB97M-V/def2-TZVPD.

LUMO (alpha / beta) ... -10.18 / -12.26 eV
HOMO-LUMO gap (alpha / beta) ... 4.349 / 2.971 eV
Total charge ... +3
Expectation value of S² ... 6.02
Largest force on an atom ... 6.1 eV/A
Relative energy (zero: lowest compared OMol25 entry of this formula, charge and spin) ... 0.102 eV
Multiplicity ... 5
Highest occupied orbital energy (alpha / beta) ... -14.532 / -15.232 eV

Last column: Mulliken spin population.
Element x y z (Å)
Rh 0.14049 0.65976 0.23238  1.534
P 1.18774 1.57171 1.92451  -0.100
P 2.22591 0.28577 -0.86556  0.105
P -1.65159 0.21608 1.64695  0.098
H -1.38051 -6.17516 -3.45642  0.000
C -2.38136 -5.69915 -3.51524  0.000
C -2.51966 -4.33369 -3.57353  0.000
H -1.63023 -3.65552 -3.67581  0.000
C 2.13450 0.46229 3.03775  0.034
C 2.41525 2.83020 1.39610  -0.002
C 0.25837 2.54347 3.18364  0.003
C 1.82998 -1.05194 -2.01610  0.014
C 2.90431 1.66202 -1.87218  0.041
C 3.67153 -0.33340 0.09268  0.010
C -2.62779 -1.07569 0.81572  0.016
C -2.86483 1.59537 1.85093  0.035
C -1.28650 -0.48946 3.28559  0.009
H -3.18289 -6.47379 -3.58543  0.000
H -3.47891 -3.81444 -3.52190  0.000
H 2.64866 1.07473 3.79032  0.000
H 2.88674 -0.11840 2.49617  -0.005
H 1.47600 -0.24455 3.55673  -0.003
H 2.73273 3.39311 2.28584  0.000
H 1.95027 3.52932 0.68912  -0.002
H 3.29692 2.37754 0.92612  -0.001
H 0.97008 2.84201 3.96736  0.000
H -0.55380 1.98454 3.65686  -0.002
H -0.16327 3.45921 2.74882  -0.001
H 2.67643 -1.20963 -2.69131  0.009
H 0.94861 -0.75820 -2.59658  -0.005
H 1.62221 -1.97311 -1.45836  0.001
H 3.88297 1.34953 -2.26023  0.007
H 3.02248 2.56805 -1.26329  0.006
H 2.22075 1.86739 -2.70581  -0.015
H 4.48614 -0.52544 -0.62008  0.002
H 3.41146 -1.27594 0.60245  0.004
H 4.03180 0.40109 0.82818  -0.001
H -3.57856 -1.19019 1.35399  0.004
H -2.06559 -2.02180 0.82152  -0.001
H -2.81234 -0.73654 -0.21393  -0.004
H -3.75170 1.18531 2.36050  0.008
H -3.14128 1.94507 0.84155  -0.001
H -2.43554 2.42349 2.43675  0.000
H -2.22829 -0.66523 3.81617  0.004
H -0.66900 0.14980 3.91893  0.000
H -0.76518 -1.44871 3.16652  -0.002
C 0.34741 -4.36848 1.10250  0.003
C -0.27475 -4.23887 -0.13754  0.001
C -0.94550 -5.32574 -0.68976  -0.002
C -1.03567 -6.53468 -0.01836  0.008
C -0.37783 -6.69219 1.20561  -0.002
C 0.33080 -5.61527 1.77407  0.004
Se 1.27700 -2.81482 1.78614  0.073
H 0.98821 -1.71551 0.76958  -0.036
H -0.26081 -3.33589 -0.72830  0.002
H -1.38653 -5.18013 -1.65571  0.000
H -1.60880 -7.35194 -0.46512  0.000
H -0.40956 -7.65971 1.71766  0.000
H 0.86782 -5.68697 2.71251  -0.001
N -1.03405 7.15217 -2.44630  0.164
C -0.85310 5.95770 -3.10853  0.155
O -0.75892 5.89604 -4.33527  0.933
C -0.79898 4.73217 -2.25312  0.214
C -1.00046 4.71711 -0.87226  0.087
C -0.80100 3.54578 -0.14630  0.077
N -0.46461 2.38819 -0.75571  0.300
C -0.35574 2.35051 -2.09622  0.134
C -0.51610 3.50258 -2.86614  0.046
H -1.07430 8.00963 -2.97982  -0.008
H -0.99756 7.22039 -1.44532  -0.003
H -1.26859 5.59527 -0.30870  0.024
H -0.93834 3.49639 0.92724  0.032
H -0.13896 1.38959 -2.58197  -0.007
H -0.37459 3.45976 -3.94323  0.004

[2]
Here is one molecule with the formula C3H5NOS2 at a distorted geometry from the Open Molecules 2025 dataset. Energies are from wB97M-V/def2-TZVPD.

LUMO ... -0.11 eV
HOMO-LUMO gap ... 8.652 eV
Total charge ... 0
Largest force on an atom ... 2.4 eV/A
Relative energy (zero: lowest compared OMol25 entry of this formula, charge and spin) ... 3.244 eV
Highest occupied orbital energy ... -8.763 eV

Last column: Löwdin charge in e.
Element x y z (Å)
O 0.50304 1.79503 -0.05756  -0.021
C 1.54446 1.17255 -0.03614  -0.240
C 1.60405 -0.32830 -0.34078  -0.125
C 0.69281 -1.31064 -0.24057  -0.415
S -1.08660 -1.65723 -0.21678  0.833
N -2.14977 -0.40114 0.54004  -0.767
S -2.57208 1.05397 -0.32395  0.647
H 2.57399 1.72758 0.25114  0.147
H 2.54096 -0.79086 -0.41485  0.064
H 1.24944 -2.21392 -0.34436  0.045
H -2.97961 -0.97360 0.71489  -0.014
H -1.92068 1.92655 0.46892  -0.154

[3]
Here is a 4-piece molecular cluster, C22H39ClN7O4S overall at a distorted geometry from the Open Molecules 2025 dataset. Energies are from wB97M-V/def2-TZVPD.

LUMO ... -3.27 eV
HOMO-LUMO gap ... 8.696 eV
Total charge ... +1
Largest force on an atom ... 9.4 eV/A
Highest occupied orbital energy ... -11.964 eV

Last column: Löwdin charge in e.
Element x y z (Å)
C -3.39087 3.75982 0.12553  -0.145
C -2.33962 3.84637 -1.14614  -0.245
C -1.90344 2.29030 -1.57785  -0.197
C -0.25016 2.28310 -1.73408  -0.196
C 0.34131 0.97228 -2.51802  -0.124
N 0.36311 -0.30740 -1.67400  -0.020
C 1.04409 -0.40585 -0.32741  -0.174
N 1.77371 0.48372 0.41985  0.046
C 2.38955 0.05395 1.76824  -0.150
C 3.73416 -0.88027 1.54422  -0.193
C 4.03681 -1.93906 2.75767  -0.176
C 2.81815 -2.98087 3.09699  -0.200
O 2.40874 -3.85071 1.98310  -0.177
C 3.42218 -4.86958 1.66445  -0.128
O 3.15379 -6.13045 2.10564  -0.040
N 0.86982 -1.78605 0.30719  0.130
C 0.09170 -2.45524 -0.80338  0.064
N -0.22132 -1.54983 -2.01218  -0.067
C -0.94730 -1.85098 -3.30221  -0.132
C -1.71092 -3.29647 -3.36404  -0.159
C -3.35667 -3.19509 -3.52183  -0.217
C -3.77558 -2.36673 -4.87328  -0.271
S -4.97470 -1.01676 -4.33006  0.486
O -6.37806 -1.68675 -4.18882  -0.393
O -4.54916 -0.34410 -2.97286  -0.447
Cl -4.96915 0.51970 -5.77185  0.328
H -3.82541 4.80560 0.42512  0.084
H -2.80923 3.29938 1.03097  0.053
H -4.27427 3.02166 -0.19083  0.088
H -2.81131 4.42943 -2.06331  0.116
H -1.42181 4.48210 -0.78870  0.105
H -2.24815 1.52593 -0.72797  0.099
H -2.38018 2.04966 -2.61967  0.107
H 0.06987 3.24263 -2.36768  0.136
H 0.17429 2.45912 -0.65754  0.100
H 1.45392 1.17322 -2.90311  0.142
H -0.30317 0.85610 -3.50985  0.133
H 1.96403 1.44238 0.05503  0.143
H 2.77944 1.03891 2.31827  0.127
H 1.58066 -0.42334 2.46628  0.116
H 3.64590 -1.46391 0.50677  0.117
H 4.65299 -0.15461 1.41296  0.070
H 4.33554 -1.42087 3.78325  0.126
H 4.97890 -2.60583 2.45658  0.121
H 1.83812 -2.41137 3.45304  0.135
H 3.18954 -3.68533 3.98652  0.149
H 4.38137 -4.62986 1.03042  0.162
H -0.21253 -3.58241 -0.67834  0.146
H -1.62485 -0.92075 -3.55773  0.124
H -0.11188 -1.87232 -4.15501  0.149
H -1.51268 -4.01388 -2.46231  0.108
H -1.34196 -3.88596 -4.33446  0.138
H -3.72094 -4.31899 -3.69445  0.138
H -3.89251 -2.83930 -2.53667  0.129
H -2.81146 -1.94157 -5.43297  0.122
H -4.25139 -3.13968 -5.64623  0.142
C -3.96255 0.31177 2.38420  -0.053
C -2.58312 0.74302 2.10255  -0.258
N -1.49319 1.08377 1.87996  0.137
H -4.31395 0.68625 3.35151  0.091
H -4.66277 0.67336 1.62368  0.084
H -4.04791 -0.77972 2.40955  0.086
C 6.89156 2.52701 1.34308  -0.060
C 6.02123 1.80815 2.28853  -0.236
N 5.33358 1.24017 3.03562  0.145
H 6.32004 2.95629 0.51332  0.083
H 7.42392 3.35119 1.82965  0.089
H 7.64805 1.86609 0.90699  0.087
C -0.13840 2.84753 5.14232  -0.081
C -0.60407 4.18751 4.74768  -0.273
N -0.97206 5.24626 4.43590  0.120
H 0.94916 2.81789 5.26780  0.080
H -0.58226 2.52812 6.09121  0.082
H -0.39826 2.09213 4.39324  0.050

[4]
Here is C11H16BClCrN6 as an isolated structure at a distorted geometry from the Open Molecules 2025 dataset. Energies are from wB97M-V/def2-TZVPD.

LUMO (alpha / beta) ... -8.12 / -10.33 eV
HOMO-LUMO gap (alpha / beta) ... 7.472 / 5.250 eV
Total charge ... +2
Expectation value of S² ... 6.24
Largest force on an atom ... 8.8 eV/A
Multiplicity ... 5
Highest occupied orbital energy (alpha / beta) ... -15.595 / -15.577 eV

Last column: Mulliken spin population.
Element x y z (Å)
C -2.84436 0.63558 -1.43326  0.006
N -1.79110 0.48301 -0.61234  -0.074
N -0.63313 0.78554 -1.35097  0.009
C -1.04369 1.37134 -2.49910  0.006
C -2.41320 1.26964 -2.61425  -0.003
B 0.86712 0.78813 -0.81733  0.015
N 0.64126 1.09913 0.72309  -0.001
N -0.34223 0.57520 1.57342  -0.067
C -0.28468 1.27079 2.75144  0.036
C 0.63866 2.29916 2.59518  -0.007
C 1.16091 2.17931 1.33100  0.014
Cr -2.06378 -0.35173 1.34345  3.431
N 2.05909 -0.20757 -1.29031  0.029
N 2.17437 -1.58929 -1.00581  0.321
C 3.29381 -2.03134 -1.55509  -0.013
C 3.98652 -0.98712 -2.21511  0.352
C 3.16784 0.13393 -2.01843  0.292
H 3.63869 -3.04716 -1.52048  0.004
H 3.34438 1.15390 -2.34452  0.008
H 4.93531 -1.03662 -2.73357  0.004
H 1.27391 1.85313 -1.29370  -0.003
H 1.90914 2.78519 0.81247  0.001
H -0.33789 1.88858 -3.13147  0.000
H 0.90793 3.02314 3.35460  0.000
H -3.03162 1.61375 -3.42396  0.000
H -0.94578 1.04022 3.57524  0.000
H -3.81582 0.25119 -1.16210  -0.004
H -0.69797 -1.33299 2.39544  0.019
C -1.63795 -1.54511 2.94173  0.018
H -1.52223 -1.13001 3.93285  0.010
H -2.66813 -1.20130 2.44260  -0.015
H -1.69516 -2.62940 3.02868  0.010
Cl -2.78660 -3.18097 0.10758  -0.066
C -1.53857 -1.98239 0.20063  -0.358
H -0.70590 -2.45730 0.73365  0.012
H -1.19917 -1.78953 -0.82122  0.014